56
Properties=species:S:1:pos:R:3:forces:R:3 method="wB97M-V/def2-TZVPD" orbital_gap_ev=9.05 molar_mass_g_mol=319.345 total_energy_ev=-33892.1333 spin_multiplicity=1
C -0.2710 -3.7560 0.1810 -0.858 0.468 -1.238
C -1.3101 -2.6228 0.3852 -0.267 0.765 -1.060
C -1.3914 -1.7190 -0.9034 -0.541 -0.218 1.775
C -2.6040 -0.8048 -0.8299 0.274 0.448 1.082
C -3.1422 -0.0164 -1.7494 0.153 -0.859 -1.412
N -1.1281 -1.7076 1.5675 -0.605 -1.069 -1.068
H 0.4389 -3.7151 0.9694 0.725 -0.425 0.622
H -0.7122 -4.7403 0.0209 -0.277 -0.069 0.822
H 0.2386 -3.6631 -0.7827 0.342 0.571 0.325
H -2.3107 -3.0353 0.5498 0.119 -0.171 -0.043
H -1.2983 -2.2759 -1.8097 -0.235 -0.525 -0.605
H -0.4484 -1.1870 -0.7845 0.000 0.630 -0.376
H -3.0118 -0.6900 0.1928 0.448 0.006 -0.475
H -3.8693 0.7522 -1.5502 -0.359 -0.134 0.270
H -2.9639 -0.2173 -2.8203 0.355 0.482 0.491
H -1.5014 -2.3068 2.3023 0.776 0.668 0.479
H -0.1852 -1.3492 1.7629 -0.560 -0.881 0.071
H 0.1023 1.9804 -4.1751 0.446 -0.326 0.028
H 0.4233 2.7661 -2.9773 0.010 0.280 0.612
O 0.7601 2.0037 -3.4623 -0.459 0.068 -0.471
H 4.2650 0.5195 0.4326 0.108 -0.010 0.127
H 3.4772 1.8152 0.2456 0.174 -0.777 0.131
O 3.5436 1.0230 0.8185 -0.106 0.935 -0.079
H -0.4820 -0.7588 -4.4901 -0.154 0.345 0.230
H -0.2028 -0.6899 -2.9309 -0.192 0.390 -0.291
O -0.0632 -1.1855 -3.7426 0.456 -0.719 -0.026
H -0.1981 2.1719 0.7472 0.513 -0.007 -0.311
H 1.3112 2.6065 0.3612 -0.163 -0.557 0.016
O 0.4344 2.9075 0.6007 0.362 0.599 0.422
H -1.3056 1.5332 2.0455 -0.218 0.081 0.165
H -1.4011 0.4372 1.0023 -0.347 0.044 0.133
O -1.6346 1.3794 1.1499 0.989 -1.212 0.125
H -2.5700 0.6007 3.4491 -0.114 -0.409 -0.701
H -2.3624 -0.9998 3.5185 0.067 0.428 -0.853
O -2.5171 -0.1849 3.9887 -0.131 0.165 1.633
H 4.1585 1.0299 -2.1751 0.264 0.210 0.283
H 2.8116 1.3435 -2.7104 -0.001 0.663 1.132
O 3.3691 1.5158 -1.9031 -0.414 -0.802 -1.636
H 0.0844 4.0042 -1.0081 -0.124 -0.018 0.362
H -1.1288 3.1246 -1.0712 -0.004 0.008 -0.007
O -0.7345 3.8913 -1.4968 -0.204 0.178 -1.013
H 1.7982 2.5066 3.4471 0.110 0.145 -0.259
H 2.2854 1.5837 2.2485 0.023 0.164 0.521
O 1.8331 1.6105 3.1093 -0.052 -0.369 0.020
H 2.8812 -2.6517 -0.8404 -0.317 -0.597 0.147
H 2.5008 -3.1945 -2.1760 0.007 -0.369 0.097
O 2.8291 -3.5007 -1.3173 0.209 0.761 -0.311
H -3.2117 2.4090 0.5640 -0.077 -0.238 0.085
H -2.4394 3.6336 0.9264 -0.052 0.216 0.027
O -3.3086 3.2364 1.0349 -0.431 0.748 -0.052
H 1.6569 -1.7195 3.3183 -0.096 0.223 0.107
H 1.4421 -0.1745 3.5323 -0.127 -0.278 -0.412
O 1.1114 -0.9665 3.0569 0.581 0.033 0.216
H 2.4790 -0.5568 -0.5230 -0.076 0.645 0.573
H 1.7107 -0.9390 0.8281 0.537 0.424 0.021
O 1.7619 -1.0571 -0.1281 -0.488 -0.754 -0.454

---

58
Properties=species:S:1:pos:R:3:forces:R:3 method="wB97M-V/def2-TZVPD" orbital_gap_ev="2.15 / 8.91" molar_mass_g_mol=351.343 total_energy_ev=-37988.3992 spin_multiplicity=2 charge=-1 s2=0.75
C -0.9340 1.0437 3.5838 -1.508 2.515 -0.673
C -2.1971 1.4637 4.4038 0.646 -0.719 0.000
C -1.3197 1.1617 2.0613 2.173 -0.354 1.393
N -0.6857 0.0098 1.3706 -1.720 0.138 -0.419
C -1.4559 -0.2452 0.1336 -1.859 0.819 1.013
C -0.9388 -1.4525 -0.5544 2.405 -0.498 -2.866
O 0.1910 -1.1090 -1.3161 -0.748 0.553 0.660
O -1.3090 -2.5872 -0.6597 -1.095 0.218 1.055
H -0.6057 0.0571 3.8153 -0.009 -0.754 0.230
H -0.1224 1.7503 3.8425 -0.216 -0.406 -0.190
H -1.9274 1.4477 5.4469 -0.132 0.143 0.596
H -3.0205 0.7591 4.2700 0.113 -0.181 -0.085
H -2.6169 2.4419 4.1651 0.436 0.114 -0.210
H -2.4066 1.1507 2.0269 0.073 -0.214 -0.560
H -0.9144 2.1192 1.6688 -0.628 -0.396 0.075
H 0.2671 0.2523 1.1072 -0.099 0.008 -0.136
H -2.5775 -0.3462 0.3163 1.422 -0.515 0.485
H -1.5094 0.6718 -0.4608 0.751 -0.395 -0.707
H 0.6783 -1.8856 -1.6379 -0.447 -0.291 0.176
H -4.2826 3.3344 0.0388 -0.164 -0.158 -0.097
H -3.6090 2.2631 -0.8266 0.137 -0.044 -0.137
O -3.6431 2.6163 0.0827 -0.253 0.026 -0.046
H 0.0607 1.7937 -2.1383 -0.059 -0.179 0.126
H -0.2513 0.4029 -2.7461 0.323 -0.053 0.162
O -0.5883 1.3024 -2.6708 0.152 0.624 -0.191
H 3.3115 -0.4280 0.1357 0.285 0.019 -0.361
H 2.1317 -0.6398 -0.8938 0.269 0.123 -0.066
O 2.3679 -0.6109 0.0369 0.062 0.170 0.946
H 1.6311 0.6237 -4.5252 0.067 0.092 0.098
H 2.3787 0.9022 -3.1974 0.076 -0.037 0.040
O 1.8970 0.2192 -3.6929 0.032 -0.130 0.041
H 0.8406 3.0339 0.3641 0.055 0.020 0.038
H 1.6856 1.8101 -0.1171 0.190 0.150 -0.114
O 0.9803 2.4269 -0.3679 -0.320 -0.179 -0.141
H 1.9689 -3.6500 1.9420 0.033 0.464 -0.084
H 2.9241 -3.3623 0.7507 -0.199 0.306 0.136
O 2.1795 -3.9011 1.0363 0.062 -0.874 -0.018
H 0.6736 -1.2997 2.9094 0.332 0.321 -0.847
H 1.9137 -1.2324 1.8473 -0.761 0.297 -0.128
O 1.4699 -1.7162 2.5581 0.416 -0.769 1.055
H 5.8017 -1.5308 0.5148 -0.080 0.137 0.304
H 5.4211 -0.4903 1.6422 0.112 -0.286 -0.035
O 5.5516 -0.6069 0.6884 -0.233 0.221 -0.351
H -2.4371 3.7580 0.7907 1.355 -0.409 -0.023
H -2.6785 5.0973 1.0579 0.817 0.847 0.316
O -1.8845 4.5350 1.0632 -1.855 -0.362 -0.256
H 1.6499 -4.3587 -1.2958 -0.067 0.687 -0.152
H 3.0759 -4.4893 -1.1817 0.468 0.412 -0.178
O 2.4470 -3.8970 -1.6165 -0.439 -1.001 0.007
H -3.6750 -2.2944 -0.4829 -0.082 -0.600 -0.414
H -4.4219 -3.2537 -1.4859 0.454 0.112 -0.131
O -4.4781 -2.8173 -0.6367 -0.345 0.372 0.567
H 3.8246 2.6001 -1.6556 0.107 0.032 0.033
H 4.2719 1.1357 -1.4552 0.138 0.084 0.087
O 3.4912 1.7148 -1.4566 -0.196 -0.225 -0.249
H -3.4148 1.3953 -3.4902 0.030 0.024 -0.030
H -2.1269 1.5939 -2.5931 -0.711 -0.300 -0.205
O -3.1345 1.5578 -2.5887 0.232 0.279 0.466